#A
Density functional theory data (the ωB97M-V functional and the def2-TZVPD basis) for a structure of composition C3H5NS.

Calculated values
Molecular weight (g mol⁻¹): 87.15
Highest occupied orbital energy (eV): -8.01

```
10
C3H5NS | the OMol25 dataset | the ωB97M-V functional and the def2-TZVPD basis
C -0.420 1.055 -0.049
C 0.055 -0.221 0.036
C 1.290 -1.046 -0.125
N -1.758 0.979 -0.084
S -1.835 -0.830 0.021
H -0.074 2.015 0.203
H 1.933 -0.674 -0.938
H 1.940 -0.859 0.854
H 1.133 -2.166 -0.209
H -2.265 1.748 0.290
```

Atomic partial charges in e from the Mulliken method, atoms 1 to 8: atom 1 (C): -0.46, atom 2 (C): 0.26, atom 3 (C): -0.78, atom 4 (N): -0.23, atom 5 (S): -0.13, atom 6 (H): 0.32, atom 7 (H): 0.27, atom 8 (H): 0.21

#B
Density functional theory data (the ωB97M-V functional and the def2-TZVPD basis) for a cluster of 3 separate species, C3H5NS in total.

Calculated values
Molecular weight (g mol⁻¹): 87.15
Highest occupied orbital energy (eV): -10.01

```
10
C3H5NS | the OMol25 dataset | the ωB97M-V functional and the def2-TZVPD basis
C 0.252 1.079 -0.068
C -0.228 -0.179 0.594
C 0.991 -1.134 0.181
H -0.994 1.754 -1.039
H 1.638 0.586 -0.935
H 0.769 1.796 0.748
H -0.548 0.070 1.672
H -1.873 -1.141 -1.189
N 1.940 -1.754 -0.036
S -1.947 -1.077 0.072
```

Atomic partial charges in e from the Mulliken method, atoms 1 to 8: atom 1 (C): -0.91, atom 2 (C): 0.20, atom 3 (C): 0.05, atom 4 (H): 0.23, atom 5 (H): 0.25, atom 6 (H): 0.25, atom 7 (H): 0.32, atom 8 (H): 0.14

Top of the stability list: #A, leading by 410.5 kJ/mol.

#A
Density functional theory data (the ωB97M-V functional and the def2-TZVPD basis) for a cluster of 4 separate species, C16H20F12O8 in total.

Calculated values
Molecular weight (g mol⁻¹): 568.30
SMILES: CCOC(=O)C(F)(F)F.CCOC(=O)C(F)(F)F.CCOC(=O)C(F)(F)F.CCOC(=O)C(F)(F)F
Highest occupied orbital energy (eV): -11.02

```
56
C16H20F12O8 | the OMol25 dataset | the ωB97M-V functional and the def2-TZVPD basis
C -4.388 -3.068 2.579
C -3.990 -2.124 1.476
O -3.612 -2.897 0.307
C -3.461 -2.304 -0.869
O -3.678 -1.133 -1.232
C -2.956 -3.348 -1.896
F -3.927 -3.689 -2.812
F -1.874 -2.868 -2.546
F -2.674 -4.551 -1.281
H -3.563 -3.309 3.264
H -4.823 -4.055 2.098
H -5.205 -2.677 3.138
H -3.121 -1.490 1.779
H -4.789 -1.236 1.235
C 1.617 0.380 4.979
C 1.361 1.020 3.662
O 2.630 1.100 2.853
C 2.683 1.669 1.720
O 1.791 2.173 1.021
C 4.142 1.698 1.211
F 4.813 2.700 1.706
F 4.797 0.607 1.562
F 4.250 1.771 -0.155
H 0.876 0.255 5.532
H 2.350 0.845 5.435
H 1.933 -0.719 4.512
H 1.255 2.050 3.857
H 0.713 0.487 3.063
C 3.166 2.464 -3.979
C 2.121 3.364 -3.287
O 0.778 2.941 -3.620
C -0.322 3.360 -3.092
O -0.384 4.064 -2.136
C -1.685 2.807 -3.679
F -2.410 2.238 -2.625
F -2.371 3.788 -4.319
F -1.435 1.818 -4.632
H 4.098 3.082 -3.815
H 2.855 2.370 -5.029
H 3.081 1.522 -3.787
H 2.412 4.514 -3.649
H 2.226 3.104 -2.257
C -0.101 -0.353 -1.931
C -0.301 -0.431 -0.393
O 0.626 -1.205 0.335
C 0.326 -1.887 1.441
O -0.746 -1.863 2.071
C 1.464 -2.749 2.087
F 2.011 -3.645 1.272
F 2.456 -1.899 2.432
F 0.881 -3.349 3.128
H 0.832 0.096 -2.103
H -1.040 0.213 -2.416
H -0.118 -1.303 -2.355
H -1.261 -0.862 -0.165
H -0.324 0.494 0.302
```

Atomic partial charges in e from the Mulliken method, atoms 1 to 8: atom 1 (C): -1.13, atom 2 (C): 0.09, atom 3 (O): -0.16, atom 4 (C): 0.40, atom 5 (O): -0.58, atom 6 (C): 0.81, atom 7 (F): -0.26, atom 8 (F): -0.19

#B
Density functional theory data (the ωB97M-V functional and the def2-TZVPD basis) for a cluster of 4 separate species, C16H20F12O8 in total.

Calculated values
Molecular weight (g mol⁻¹): 568.30
SMILES: CCOC(=O)C(F)(F)F.CCOC(=O)C(F)(F)F.CCOC(=O)C(F)(F)F.CCOC(=O)C(F)(F)F
Highest occupied orbital energy (eV): -11.22

```
56
C16H20F12O8 | the OMol25 dataset | the ωB97M-V functional and the def2-TZVPD basis
C -0.823 -3.417 5.153
C -1.283 -1.958 5.055
O -1.600 -1.489 6.345
C -2.120 -0.284 6.525
O -2.254 0.546 5.606
C -2.621 -0.111 8.005
F -1.746 -0.693 8.814
F -2.687 1.213 8.343
F -3.787 -0.771 8.123
H -0.679 -3.847 4.162
H -1.488 -4.013 5.778
H 0.164 -3.416 5.616
H -2.068 -1.793 4.317
H -0.460 -1.408 4.599
C 10.431 -0.287 3.463
C 8.961 0.186 3.556
O 8.182 -0.933 3.210
C 7.981 -1.194 1.895
O 8.477 -0.530 0.927
C 6.970 -2.380 1.706
F 6.005 -2.064 0.916
F 7.619 -3.484 1.227
F 6.433 -2.827 2.899
H 11.000 0.565 3.836
H 10.666 -0.449 2.411
H 10.571 -1.192 4.055
H 8.670 0.952 2.837
H 8.736 0.479 4.582
C -3.162 2.386 -9.318
C -3.965 2.442 -8.091
O -4.550 1.152 -8.070
C -5.393 0.717 -7.034
O -5.592 1.378 -5.968
C -6.146 -0.640 -7.289
F -7.452 -0.409 -7.557
F -5.673 -1.252 -8.381
F -6.157 -1.454 -6.232
H -3.538 1.829 -10.176
H -2.182 1.917 -9.234
H -2.914 3.415 -9.581
H -4.843 3.075 -8.218
H -3.392 2.563 -7.172
C -4.422 0.699 -0.788
C -3.457 1.926 -0.533
O -2.153 1.590 -0.186
C -1.271 1.426 -1.334
O -1.615 1.471 -2.535
C 0.145 1.120 -0.808
F -0.011 0.663 0.456
F 0.640 0.043 -1.456
F 0.864 2.205 -0.866
H -4.000 0.173 -1.644
H -5.482 0.931 -0.886
H -4.393 0.051 0.087
H -3.774 2.608 0.256
H -3.361 2.575 -1.403
```

Atomic partial charges in e from the Mulliken method, atoms 1 to 8: atom 1 (C): -1.14, atom 2 (C): -0.23, atom 3 (O): -0.21, atom 4 (C): 0.33, atom 5 (O): -0.56, atom 6 (C): 0.91, atom 7 (F): -0.23, atom 8 (F): -0.23

Top of the stability list: #B, leading by 202.0 kJ/mol.

#A
Density functional theory data (the ωB97M-V functional and the def2-TZVPD basis) for a cluster of 2 separate species, C5H16N2O in total.

Calculated values
Molecular weight (g mol⁻¹): 120.20
SMILES: CC(C)[C@@H](N)CN.O
Highest occupied orbital energy (eV): -9.17

```
24
C5H16N2O | the OMol25 dataset | the ωB97M-V functional and the def2-TZVPD basis
C 0.687 2.239 -0.814
C -0.269 1.056 -1.044
C -1.610 1.331 -0.375
C 0.274 -0.338 -0.471
N 0.999 -1.057 -1.504
C 0.951 -0.077 0.905
N 0.804 -1.131 1.922
H 1.569 2.070 -0.209
H 0.894 2.660 -1.803
H 0.178 3.081 -0.333
H -0.338 0.758 -2.088
H -2.355 0.547 -0.555
H -1.537 1.401 0.707
H -2.058 2.210 -0.850
H -0.636 -0.913 -0.289
H 1.076 -2.048 -1.275
H 1.957 -0.741 -1.593
H 1.989 0.205 0.699
H 0.427 0.785 1.304
H 1.399 -1.949 1.805
H 1.049 -0.663 2.789
O -1.974 -3.393 0.864
H -1.105 -3.101 0.603
H -2.371 -2.930 1.603
```

Atomic partial charges in e from the Mulliken method, atoms 1 to 8: atom 1 (C): -1.36, atom 2 (C): 0.18, atom 3 (C): -1.55, atom 4 (C): 0.45, atom 5 (N): -0.67, atom 6 (C): -0.88, atom 7 (N): -0.53, atom 8 (H): 0.33

#B
Density functional theory data (the ωB97M-V functional and the def2-TZVPD basis) for a cluster of 2 separate species, C5H16N2O in total.

Calculated values
Molecular weight (g mol⁻¹): 120.20
SMILES: CNCCN(C)C.O
Highest occupied orbital energy (eV): -7.53

```
24
C5H16N2O | the OMol25 dataset | the ωB97M-V functional and the def2-TZVPD basis
C 1.787 -2.978 0.205
N 0.963 -1.831 -0.080
C 0.376 -1.511 1.210
C -0.937 -0.600 1.277
N -0.716 0.642 0.562
C -0.138 0.685 -0.772
C -0.161 1.629 1.542
H 2.026 -3.206 1.307
H 1.089 -3.761 -0.139
H 2.562 -2.948 -0.600
H 0.210 -2.014 -0.760
H 0.107 -2.454 1.796
H 0.987 -0.866 1.889
H -1.333 -0.433 2.215
H -1.690 -1.169 0.655
H 0.893 0.223 -1.044
H -0.129 1.729 -1.058
H -0.842 0.172 -1.473
H -0.859 2.444 1.529
H -0.221 1.294 2.518
H 0.883 1.827 1.337
O -1.031 3.339 -3.182
H -1.658 3.017 -3.777
H -1.066 4.415 -3.092
```

Atomic partial charges in e from the Mulliken method, atoms 1 to 8: atom 1 (C): -0.94, atom 2 (N): -0.25, atom 3 (C): -0.36, atom 4 (C): -1.23, atom 5 (N): 0.09, atom 6 (C): -0.95, atom 7 (C): -1.30, atom 8 (H): 0.31

#C
Density functional theory data (the ωB97M-V functional and the def2-TZVPD basis) for a cluster of 2 separate species, C5H16N2O in total.

Calculated values
Molecular weight (g mol⁻¹): 120.20
SMILES: CCCCNCN.O
Highest occupied orbital energy (eV): -8.41

```
24
C5H16N2O | the OMol25 dataset | the ωB97M-V functional and the def2-TZVPD basis
C -2.128 1.045 -1.576
C -0.820 0.358 -1.196
C 0.166 1.429 -0.648
C 0.213 1.374 0.900
N 0.893 0.180 1.368
C 0.207 -0.727 2.332
N -0.165 -2.000 1.798
H -2.794 1.151 -0.716
H -2.734 0.341 -2.162
H -1.974 1.948 -2.151
H -0.328 -0.020 -2.087
H -0.879 -0.443 -0.462
H 1.202 1.212 -0.930
H -0.122 2.421 -0.985
H -0.837 1.271 1.212
H 0.611 2.294 1.332
H 1.326 -0.406 0.674
H 0.869 -0.801 3.169
H -0.712 -0.219 2.635
H 0.583 -2.665 1.705
H -0.889 -2.052 1.105
O 1.611 -1.336 -2.381
H 2.295 -0.669 -2.267
H 0.872 -1.002 -1.855
```

Atomic partial charges in e from the Mulliken method, atoms 1 to 8: atom 1 (C): -1.43, atom 2 (C): 0.07, atom 3 (C): -0.65, atom 4 (C): -0.47, atom 5 (N): -0.31, atom 6 (C): -0.59, atom 7 (N): -0.48, atom 8 (H): 0.33

Top of the stability list: #A, leading by 25.4 kJ/mol.